Run A
Molecular formula: C2H3NO3P
Method: DFT, wB97M-V/def2-TZVPD

Last column: natural (NBO) charge in e.
Element x y z (Å)
C (-0.9609, -1.6662, 0.5330)  -0.54
C (-0.1118, -0.7101, 0.1655)  -0.04
N (0.0432, 0.6466, 0.5926)  -0.28
O (0.7968, 3.0925, -0.7404)  -1.06
O (-0.9888, 1.3191, 1.0887)  -0.60
O (2.1283, 1.0106, -1.4764)  -1.09
P (0.9237, 1.5984, -0.8090)  2.03
H (-0.6496, -2.6655, 0.2676)  0.18
H (-1.9917, -1.5960, 0.8468)  0.20
H (0.8108, -1.0294, -0.4683)  0.20

The HOMO-LUMO gap (spin up / spin down) is 6.91 / 6.90 eV. Its structure (SMILES) is C=CN([O-])P(=O)=O. For the HOMO energy (spin up / spin down), the calculation gives -3.46 / -3.46 eV. The net charge is -1.


Run B
Molecular formula: C2H3NO3P
Method: DFT, wB97M-V/def2-TZVPD

Last column: natural (NBO) charge in e.
Element x y z (Å)
C (1.4697, -1.1036, 0.0507)  0.46
C (3.5436, 0.2073, 0.0091)  0.99
N (0.7641, -0.0675, -0.2018)  -0.87
O (3.7151, 0.8172, -0.9906)  -0.68
O (2.7371, -1.2485, -0.1508)  -0.61
O (3.8449, 0.2512, 1.1529)  -0.70
P (-0.9201, 0.2280, 0.0722)  0.49
H (1.0332, -2.1113, 0.1943)  0.09
H (-0.9672, 0.3851, -1.3259)  -0.05
H (-1.3925, -1.1664, -0.0115)  -0.11

The HOMO-LUMO gap is 8.80 eV. Its structure (SMILES) is O=C([O-])O/C=N/P. For the HOMO energy, the calculation gives -4.68 eV. The net charge is -1.


Stability check: which of them is most stable? run B.


Run A
Molecular formula: C16H28N4
Method: DFT, wB97M-V/def2-TZVPD

Last column: natural (NBO) charge in e.
Element x y z (Å)
C (-1.0914, -9.2457, 21.9770)  -0.60
C (-0.9961, -7.7412, 21.8885)  -0.40
C (-0.4972, -7.0739, 23.2099)  -0.49
C (-0.1772, -5.6054, 22.9742)  0.28
N (0.1077, -4.4983, 22.7612)  -0.31
H (-1.5848, -9.7045, 21.1202)  0.23
H (-1.5418, -9.5197, 22.9311)  0.18
H (-0.0910, -9.6522, 22.1252)  0.20
H (-1.8694, -7.3652, 21.3556)  0.23
H (-0.2855, -7.5792, 21.0779)  0.21
H (0.3363, -7.5895, 23.6868)  0.24
H (-1.3372, -7.1115, 23.9034)  0.23
C (1.0425, -10.2879, 27.8697)  -0.61
C (0.0574, -9.1464, 28.0643)  -0.38
C (0.4728, -7.9038, 27.1953)  -0.53
C (1.6059, -7.1050, 27.6734)  0.28
N (2.5080, -6.5222, 28.0699)  -0.31
H (1.9664, -10.0805, 28.4096)  0.22
H (1.3431, -10.2099, 26.8249)  0.20
H (0.6434, -11.2368, 28.2279)  0.22
H (0.0096, -8.9068, 29.1266)  0.22
H (-0.9102, -9.5373, 27.7496)  0.21
H (-0.3673, -7.2162, 27.0975)  0.25
H (0.5087, -8.1285, 26.1293)  0.24
C (-3.0224, -8.1808, 26.9155)  -0.63
C (-2.1605, -8.8516, 25.7840)  -0.39
C (-3.0454, -9.7868, 24.9183)  -0.51
C (-4.2687, -9.1191, 24.3566)  0.34
N (-5.1836, -8.6710, 23.8884)  -0.39
H (-3.8566, -7.6010, 26.5203)  0.23
H (-2.4599, -7.3927, 27.4160)  0.21
H (-3.2239, -8.9298, 27.6814)  0.21
H (-1.2394, -9.2683, 26.1916)  0.22
H (-1.7013, -8.0314, 25.2321)  0.20
H (-3.3492, -10.6822, 25.4605)  0.25
H (-2.4147, -10.2147, 24.1391)  0.25
C (-5.3319, -6.0022, 23.3858)  -0.62
C (-5.1636, -6.7676, 22.0229)  -0.39
C (-6.1088, -7.9818, 21.8560)  -0.51
C (-7.4167, -7.6941, 22.5019)  0.31
N (-8.4535, -7.5156, 23.0166)  -0.36
H (-5.1802, -6.5345, 24.3247)  0.22
H (-6.3302, -5.5670, 23.4318)  0.22
H (-4.7380, -5.0907, 23.3171)  0.21
H (-4.1395, -7.1403, 22.0051)  0.19
H (-5.3169, -5.9828, 21.2821)  0.22
H (-5.6950, -8.8797, 22.3149)  0.28
H (-6.3397, -8.2116, 20.8159)  0.23

The HOMO-LUMO gap is 10.79 eV. Its structure (SMILES) is CCCC#N.CCCC#N.CCCC#N.CCCC#N. For the HOMO energy, the calculation gives -10.73 eV.


Run B
Molecular formula: C16H28N4
Method: DFT, wB97M-V/def2-TZVPD

Last column: natural (NBO) charge in e.
Element x y z (Å)
C (-11.5133, -8.4450, 13.1195)  -0.63
C (-11.3426, -8.3184, 14.6149)  -0.39
C (-12.3311, -7.3682, 15.3050)  -0.51
C (-12.4268, -6.0755, 14.6189)  0.28
N (-12.4799, -5.0787, 14.0762)  -0.33
H (-10.5767, -8.5920, 12.5891)  0.22
H (-12.0533, -7.6223, 12.6425)  0.22
H (-12.1526, -9.3077, 12.8948)  0.21
H (-10.3544, -7.9399, 14.8832)  0.21
H (-11.4533, -9.2900, 15.0869)  0.23
H (-12.0218, -7.2125, 16.3404)  0.24
H (-13.3645, -7.7271, 15.3626)  0.24
C (-15.4032, -4.3713, 19.9820)  -0.61
C (-14.3087, -4.5477, 18.9343)  -0.37
C (-14.5651, -5.6706, 17.9137)  -0.51
C (-15.7061, -5.4130, 17.0350)  0.29
N (-16.6211, -5.1959, 16.3565)  -0.33
H (-16.3531, -4.2005, 19.4773)  0.22
H (-15.1955, -3.5451, 20.6566)  0.22
H (-15.4064, -5.2695, 20.6063)  0.20
H (-13.3483, -4.7661, 19.4062)  0.21
H (-14.1780, -3.6358, 18.3407)  0.21
H (-14.7702, -6.6010, 18.4614)  0.24
H (-13.6621, -5.8443, 17.3326)  0.25
C (-17.2599, -6.8209, 10.3022)  -0.61
C (-16.5973, -8.1108, 9.7824)  -0.38
C (-16.5259, -8.1895, 8.2630)  -0.51
C (-17.8151, -7.9567, 7.6239)  0.29
N (-18.8178, -7.7593, 7.1029)  -0.33
H (-18.2608, -6.6975, 9.8789)  0.22
H (-16.6875, -5.9353, 10.0082)  0.21
H (-17.3706, -6.8333, 11.3842)  0.22
H (-17.2449, -8.9178, 10.1451)  0.20
H (-15.6214, -8.2003, 10.2565)  0.21
H (-16.1687, -9.1733, 7.9570)  0.25
H (-15.8104, -7.4544, 7.8880)  0.25
C (-16.6141, -8.3166, 14.1696)  -0.62
C (-17.1937, -9.1942, 15.2613)  -0.38
C (-16.3240, -9.4620, 16.5000)  -0.51
C (-15.0940, -10.1707, 16.1371)  0.30
N (-14.1525, -10.7164, 15.8521)  -0.35
H (-16.5337, -7.2864, 14.5289)  0.23
H (-17.2751, -8.3174, 13.3075)  0.22
H (-15.6086, -8.6321, 13.8799)  0.21
H (-17.4810, -10.1871, 14.8971)  0.21
H (-18.1236, -8.7979, 15.6847)  0.22
H (-16.8397, -10.0271, 17.2746)  0.25
H (-16.0122, -8.5311, 16.9903)  0.24

The HOMO-LUMO gap is 11.96 eV. Its structure (SMILES) is CCCC#N.CCCC#N.CCCC#N.CCCC#N. For the HOMO energy, the calculation gives -11.54 eV.


Stability check: which of them is most stable? run B.


Run A
Molecular formula: C4H13NOS
Method: DFT, wB97M-V/def2-TZVPD

Last column: natural (NBO) charge in e.
Element x y z (Å)
C (-1.4316, -0.2495, -0.6199)  -0.27
N (-0.0472, -0.0537, -1.0691)  -0.15
C (0.4016, 1.3452, -1.1735)  -0.30
C (0.0848, 2.2799, -0.0173)  -0.52
S (1.4131, 1.9715, 1.1671)  0.05
C (-1.6636, -1.6830, -0.2693)  -0.65
H (-2.0465, 0.1781, -1.4175)  0.25
H (-1.6709, 0.4901, 0.1735)  0.26
H (0.5944, -0.5886, -0.4886)  0.41
H (1.4298, 1.3768, -1.5262)  0.26
H (-0.2194, 1.6053, -2.0533)  0.25
H (-0.8367, 1.9904, 0.4702)  0.22
H (0.0140, 3.3355, -0.2891)  0.27
H (1.2607, 2.9268, 2.1190)  0.17
H (-2.6364, -1.8430, 0.1995)  0.26
H (-0.8453, -2.2349, 0.1817)  0.24
H (-1.8236, -2.2261, -1.2158)  0.24
H (2.8319, -2.7535, 1.2004)  0.46
H (2.6751, -3.3469, 2.5402)  0.48
O (2.5157, -2.5205, 2.0880)  -0.94

The HOMO-LUMO gap (spin up / spin down) is 10.79 / 4.94 eV. As for the multiplicity: 2. The expectation value of S² is 0.76. For the HOMO energy (spin up / spin down), the calculation gives -13.58 / -13.20 eV. The net charge is +1.


Run B
Molecular formula: C4H13NOS
Method: DFT, wB97M-V/def2-TZVPD

Last column: natural (NBO) charge in e.
Element x y z (Å)
C (-1.2407, -1.3691, -0.9751)  -0.21
C (0.1696, -0.7145, -1.0707)  -0.44
C (0.0707, 0.5428, -1.9764)  -0.63
S (-0.0617, 2.1233, -1.1483)  0.86
C (-0.1869, 1.9662, 0.6550)  -0.84
N (-1.1091, -2.0567, 0.2883)  -0.89
H (-1.9233, -0.5429, -0.7882)  0.19
H (-1.3396, -2.0364, -1.8128)  0.20
H (0.4746, -0.5997, -0.0984)  0.24
H (0.9118, -1.3706, -1.5045)  0.24
H (0.8607, 0.6228, -2.8139)  0.31
H (-0.8889, 0.5374, -2.6627)  0.31
H (0.9145, 2.1541, 1.0385)  0.30
H (-0.4083, 0.9923, 1.1673)  0.29
H (-0.8041, 2.7190, 1.0771)  0.28
H (-1.9935, -2.2023, 0.9095)  0.41
H (-0.4346, -2.7784, 0.1769)  0.38
H (3.0347, 0.9619, 3.4663)  0.48
H (1.5774, 0.8521, 2.9837)  0.44
O (2.3765, 0.1985, 3.0885)  -0.92

The HOMO-LUMO gap (spin up / spin down) is 9.20 / 4.53 eV. As for the multiplicity: 2. The expectation value of S² is 0.75. For the HOMO energy (spin up / spin down), the calculation gives -12.55 / -12.55 eV. The net charge is +1.


Stability check: which of them is most stable? run A.


Run A
Molecular formula: C9H23Cl3N2O13
Method: DFT, wB97M-V/def2-TZVPD

Last column: natural (NBO) charge in e.
Element x y z (Å)
N (1.3944, 0.6704, -1.4813)  -0.88
H (0.7129, 0.2098, -0.8676)  0.45
H (0.9805, 1.5809, -1.7139)  0.47
H (1.5381, 0.1654, -2.3479)  0.43
H (2.2492, 0.8193, -0.9179)  0.50
Cl (3.8213, 2.3332, -3.3587)  2.53
O (3.9745, 2.2204, -1.9298)  -0.86
O (4.4360, 1.1867, -4.0121)  -0.90
O (2.4167, 2.3787, -3.7279)  -0.90
O (4.5569, 3.5127, -3.7568)  -0.87
Cl (3.0444, -0.6896, 1.7011)  2.54
O (2.0510, 0.3303, 1.9278)  -0.87
O (3.6038, -0.5219, 0.3728)  -0.88
O (4.0687, -0.5652, 2.7096)  -0.86
O (2.4297, -2.0041, 1.7957)  -0.90
Cl (1.3039, 4.3428, 0.3624)  2.54
O (0.3875, 3.8461, -0.6540)  -0.91
O (1.5294, 3.3388, 1.3715)  -0.88
O (2.5905, 4.6376, -0.2193)  -0.85
O (0.7622, 5.5255, 1.0033)  -0.89
C (0.3165, -2.6599, -0.5474)  -0.62
C (-0.9920, -2.1764, 0.0815)  0.11
C (-0.7761, -2.3287, 1.5975)  -0.41
C (-1.6539, -1.4134, 2.4601)  -0.40
C (-1.6215, 0.0137, 1.9475)  -0.41
C (-1.9941, 0.1605, 0.4704)  0.11
N (-1.2156, -0.7911, -0.3054)  -0.20
O (-1.3446, -0.6704, -1.7044)  -0.58
C (-3.5184, -0.0257, 0.3113)  -0.64
C (-1.6373, 1.6038, 0.0575)  -0.62
C (-2.1835, -3.0980, -0.3292)  -0.65
H (0.3146, -2.5986, -1.6386)  0.20
H (1.1536, -2.0952, -0.1378)  0.26
H (0.5407, -3.6981, -0.2877)  0.21
H (-1.0053, -3.3603, 1.8623)  0.19
H (0.2569, -2.0796, 1.8401)  0.27
H (-2.6593, -1.8309, 2.6075)  0.17
H (-1.2213, -1.4044, 3.4664)  0.21
H (-0.5896, 0.3593, 2.0648)  0.26
H (-2.2764, 0.6774, 2.5132)  0.20
H (-4.0332, 0.5685, 1.0676)  0.21
H (-3.8253, -1.0510, 0.5608)  0.19
H (-3.8652, 0.1570, -0.7063)  0.20
H (-2.4857, 2.2658, 0.2071)  0.21
H (-1.3600, 1.6287, -0.9987)  0.22
H (-0.7317, 1.9585, 0.5538)  0.26
H (-2.6740, -3.5145, 0.5503)  0.21
H (-2.9122, -2.6684, -1.0190)  0.18
H (-1.7906, -3.9842, -0.8430)  0.21
H (-2.0671, -1.2624, -1.9592)  0.44

The HOMO-LUMO gap is 7.38 eV. For the HOMO energy, the calculation gives -3.50 eV. The net charge is -2.


Run B
Molecular formula: C9H23Cl3N2O13
Method: DFT, wB97M-V/def2-TZVPD

Last column: natural (NBO) charge in e.
Element x y z (Å)
N (-1.4871, -0.2364, 0.8141)  -0.93
H (-1.2405, -1.1616, 1.1794)  0.46
H (-1.8674, 0.3906, 1.5378)  0.47
H (-2.2940, -0.2438, 0.1641)  0.48
H (-0.7421, 0.2490, 0.3054)  0.44
Cl (-1.5935, -4.0297, 1.8291)  2.56
O (-0.7065, -5.0909, 2.2720)  -0.89
O (-2.0328, -3.2886, 2.9757)  -0.87
O (-0.8832, -3.1682, 0.9239)  -0.92
O (-2.7391, -4.5850, 1.1486)  -0.85
Cl (-4.1272, 2.8016, 2.0617)  2.55
O (-4.4936, 3.4823, 0.8318)  -0.87
O (-2.8003, 2.2167, 1.7940)  -0.94
O (-4.0455, 3.7190, 3.1474)  -0.88
O (-5.0860, 1.7871, 2.3823)  -0.84
Cl (-4.8277, -0.5584, -0.8500)  2.55
O (-4.6422, -1.1044, 0.4635)  -0.86
O (-5.4423, -1.5698, -1.6909)  -0.89
O (-5.7012, 0.5758, -0.7890)  -0.85
O (-3.5526, -0.1330, -1.4209)  -0.92
C (1.8443, 0.9378, -2.8449)  -0.65
C (1.3802, -0.0415, -1.7745)  0.12
C (2.4216, -1.1768, -1.6342)  -0.42
C (3.6066, -0.8190, -0.7861)  -0.40
C (3.1150, -0.4455, 0.6231)  -0.39
C (2.1694, 0.7984, 0.5681)  0.12
N (1.1561, 0.5863, -0.4595)  -0.21
O (0.2785, 1.6884, -0.5224)  -0.57
C (1.5966, 0.8551, 1.9825)  -0.62
C (3.0944, 2.0154, 0.3057)  -0.65
C (0.0424, -0.7209, -2.1802)  -0.62
H (2.2371, 0.3545, -3.6761)  0.22
H (2.5503, 1.7104, -2.5323)  0.20
H (1.0242, 1.5713, -3.2043)  0.22
H (1.9446, -2.0208, -1.1199)  0.23
H (2.7226, -1.6378, -2.5789)  0.21
H (4.1719, 0.0100, -1.2215)  0.19
H (4.2700, -1.6590, -0.5565)  0.21
H (4.0402, -0.2176, 1.1663)  0.19
H (2.7376, -1.2872, 1.2067)  0.22
H (0.8872, 0.0541, 2.2029)  0.23
H (2.3603, 0.8455, 2.7553)  0.21
H (0.9437, 1.7334, 2.0704)  0.23
H (4.0755, 1.9752, 0.7707)  0.21
H (3.2048, 2.2796, -0.7449)  0.20
H (2.5508, 2.8814, 0.7057)  0.22
H (0.1046, -1.3684, -3.0501)  0.21
H (-0.7416, 0.0357, -2.1800)  0.24
H (-0.2101, -1.3785, -1.3440)  0.23
H (0.7259, 2.3880, -1.0268)  0.45

The HOMO-LUMO gap is 7.24 eV. For the HOMO energy, the calculation gives -3.55 eV. The net charge is -2.


Stability check: which of them is most stable? run A.